Record 1
This record from OMol25 describes the molecule C4H12N2O. The level of theory is the ωB97M-V functional and the def2-TZVPD basis.

```
19
Properties=species:S:1:pos:R:3:forces:R:3:nbo_charge:R:1
C 0.1902 2.6547 -1.3278 -1.2 -0.3 -0.3 -0.418
N 0.6349 1.5598 -0.4454 -0.2 0.3 -0.9 -0.642
C 0.7966 0.2100 -1.0240 1.7 1.0 1.7 -0.216
C 0.6728 -0.7437 0.2493 -0.7 -0.3 -3.0 -0.231
N -0.7722 -0.9337 0.4101 -0.5 0.0 2.2 -0.662
C -1.0523 -1.5219 1.6941 -0.9 -1.0 -0.3 0.080
O -0.7409 -2.9451 1.7268 0.6 0.9 -0.4 -0.732
H -0.7795 3.0084 -0.8950 0.7 0.2 -0.6 0.189
H 0.8985 3.4868 -1.3717 0.0 -0.1 0.1 0.190
H -0.0400 2.3617 -2.4014 0.4 0.0 1.3 0.183
H 0.0291 1.5602 0.3602 -0.2 -0.4 -0.1 0.360
H 0.1725 -0.0469 -1.8894 -0.7 -0.1 0.6 0.174
H 1.7979 0.2667 -1.4865 0.0 -0.7 0.4 0.186
H 1.0528 -0.2931 1.1802 0.0 0.0 -0.7 0.214
H 1.1917 -1.7030 0.0579 0.1 0.4 0.1 0.164
H -1.3540 -1.4219 -0.2671 0.9 0.2 -0.4 0.380
H -2.1097 -1.5480 1.9157 -0.4 0.6 0.0 0.171
H -0.5221 -0.9947 2.4753 0.3 0.1 0.2 0.154
H -0.0662 -2.9563 1.0386 0.2 -0.8 0.2 0.454
```
Forces are in eV/Å.

The calculation puts the frontier orbital gap at 9.611 eV. As for the spin multiplicity: 1. As for the electronic energy: -344.29714 Eh. The energy above the lowest of the compared OMol25 structures with the same formula, charge and spin comes out at 55.1 kcal/mol. As for the net charge: 0. For the maximum force, the calculation gives 0.060 Eh/bohr.


Record 2
This record from OMol25 describes a cluster of 2 separate species, C6H17NO in total. The level of theory is the ωB97M-V functional and the def2-TZVPD basis.

```
25
Properties=species:S:1:pos:R:3:forces:R:3:nbo_charge:R:1
C 0.2981 2.4263 -1.5435 -2.0 -0.2 1.5 -0.609
C -0.5313 1.4276 -0.5814 -0.4 -0.5 -1.7 -0.193
C -1.9231 2.1205 -0.3527 -1.1 -2.8 0.3 -0.648
C 0.3006 1.0473 0.6629 0.0 3.4 -0.3 -0.432
C 0.3025 -0.3572 1.0358 3.0 -3.5 -1.2 -0.017
C 1.2243 -1.0868 -0.1301 -2.3 -2.0 3.8 -0.637
N -0.9772 -1.0289 1.0301 -0.2 1.1 -0.7 -0.887
H 1.2608 2.0418 -1.6881 1.4 -0.8 -0.8 0.199
H 0.4656 3.3991 -1.0689 -0.2 -0.1 0.4 0.202
H -0.2373 2.6864 -2.4601 0.2 -0.5 -0.1 0.209
H -0.6567 0.3870 -1.1076 -0.2 2.2 0.3 0.182
H -1.8638 2.8433 0.4948 -0.2 0.2 -1.4 0.222
H -2.7800 1.4163 -0.0552 1.6 0.2 0.5 0.216
H -2.4053 2.2659 -1.3472 0.8 1.6 0.6 0.222
H -0.1258 1.5647 1.5246 0.3 0.7 0.0 0.205
H 1.3367 1.4456 0.3798 -1.1 -0.7 1.2 0.207
H 0.8603 -0.5786 2.0304 -1.0 0.6 -1.6 0.198
H 0.8131 -0.9806 -1.0783 -1.0 0.3 -1.7 0.189
H 1.0673 -2.1549 0.1980 0.8 0.8 -0.7 0.204
H 2.2262 -0.8023 -0.1808 1.7 0.5 0.3 0.201
H -1.2503 -1.3173 0.0722 0.0 -0.2 1.6 0.376
H -1.1771 -1.5900 1.8392 -0.1 -0.4 -0.6 0.391
O 1.0179 -4.9424 0.9378 -4.5 0.8 5.7 -0.927
H 1.5805 -5.5647 1.2526 2.7 -2.7 0.9 0.467
H 1.1740 -4.6683 0.1353 1.7 1.9 -6.6 0.461
```
Forces are in eV/Å.

The calculation puts the frontier orbital gap at 9.615 eV. As for the spin multiplicity: 1. As for the electronic energy: -368.71002 Eh. The energy above the lowest of the compared OMol25 structures with the same formula, charge and spin comes out at 57.0 kcal/mol. As for the net charge: 0. For the maximum force, the calculation gives 0.141 Eh/bohr.